Computed, not measured: C12H38CoO11 as an isolated structure in a non-equilibrium geometry, with ωB97M-V/def2-TZVPD.

As for the LUMO energy (alpha / beta): -2.80 / -3.26 eV. The electronic energy is -2690.2169 a.u. The HOMO energy (alpha / beta) comes out at -9.0 / -9.0 eV. The expectation value of S² is 3.759. Its spin multiplicity is 4. As for the energy relative to the best compared isomer or geometry (same formula, charge and spin): 0.461 eV.

Geometry (Å):
Co1 2.91723 0.92028 0.11724
O1 -2.93740 -0.47732 1.28542
O2 2.50249 -1.04000 -3.59175
O3 -0.48262 -3.00422 0.78174
O4 3.16379 2.15500 1.91366
O5 1.48172 -0.29940 -0.93086
O6 -0.56838 3.02974 1.54018
O7 -2.26547 1.39046 -1.37750
O8 -0.55339 -0.52631 -0.25463
O9 0.47452 -0.29042 3.38266
O10 -0.30695 -2.77453 -2.34040
O11 0.97172 0.69039 0.71703
C1 1.70138 -0.79147 -4.74634
C2 4.43782 2.57719 2.23694
C3 -1.46572 0.99483 -3.61411
C4 1.46373 -1.16567 3.93510
C5 0.58034 -0.02037 -0.17637
C6 -1.57325 -3.37177 1.56458
C7 -1.66653 2.01894 -2.51183
C8 -2.62479 -2.33370 -2.32945
C9 -1.43313 -2.65777 -3.20101
C10 -1.75530 3.55339 0.96874
C11 4.99833 1.66514 3.34359
C12 -2.85588 -0.01397 2.63279
H1 -0.29655 2.17161 1.20654
H2 -2.54105 -2.66478 -1.29433
H3 1.40067 0.25622 -4.75088
H4 -2.38940 0.48272 -3.88365
H5 -1.63458 -3.64024 -3.62796
H6 4.35785 3.58308 2.64912
H7 -0.68971 -2.11848 0.47485
H8 -1.02212 1.49024 -4.47776
H9 1.42692 -1.20814 5.02365
H10 -2.22742 2.90040 -2.82252
H11 -1.40603 -4.26711 2.16332
H12 -2.16902 4.35832 1.57621
H13 2.26312 -0.90781 -5.67316
H14 -3.51215 -2.80010 -2.75742
H15 2.62586 2.15554 2.70879
H16 2.41973 -0.71849 3.66272
H17 -1.62507 0.78750 -0.99290
H18 -3.82699 0.14216 3.10255
H19 0.85633 -1.47693 -4.68205
H20 -2.32095 0.93566 2.62023
H21 5.98705 1.97003 3.68649
H22 -1.62325 3.93524 -0.04361
H23 -0.26413 -2.03936 -1.72454
H24 1.43392 -2.19572 3.57984
H25 -2.48647 -3.55298 0.99775
H26 -2.50186 2.75920 0.97284
H27 -1.75527 -2.60575 2.31836
H28 2.01535 -0.97010 -2.76749
H29 5.14512 2.59095 1.40770
H30 -0.68070 2.35994 -2.19567
H31 -2.06128 -0.31979 0.92598
H32 -2.32044 -0.71049 3.27797
H33 4.32677 1.56711 4.19653
H34 0.62423 -0.16803 2.44233
H35 -1.29355 -1.89141 -3.96345
H36 -0.77528 0.19468 -3.34738
H37 -2.80633 -1.25896 -2.32028
H38 5.14235 0.64560 2.98597

Cartesian forces (eV/Å) of the 3 atoms listed first:
-3.370 -0.847 0.431
-0.561 0.022 0.762
1.252 0.087 -0.639


Computed, not measured: a 5-piece molecular cluster, C12H38N3O5 overall in a non-equilibrium geometry, with ωB97M-V/def2-TZVPD.

The total charge is +2. As for the LUMO energy (alpha / beta): -5.24 / -11.52 eV. The electronic energy is -1019.7246 a.u. The HOMO energy (alpha / beta) comes out at -14.5 / -14.5 eV. The expectation value of S² is 0.754. Its spin multiplicity is 2.

Geometry (Å):
O1 -1.90755 -2.23432 1.19538
O2 1.15921 -2.72170 0.77616
O3 4.33035 2.79039 1.71958
O4 0.61700 1.14290 -3.87065
O5 -0.28911 -0.67622 -0.07567
N1 -2.63703 0.64115 1.11867
N2 1.97840 -0.00680 1.50444
N3 -0.97972 -1.72658 -2.36304
C1 0.55976 2.53832 -3.74125
C2 -2.90055 -0.29833 2.26952
C3 3.19532 1.98422 2.10125
C4 5.02421 3.57629 2.67695
C5 -3.10120 -1.72790 1.65663
C6 -0.59744 0.50162 -3.39814
C7 -1.86203 -3.63100 1.05363
C8 2.64657 1.15018 0.96263
C9 -0.44912 -1.83174 -4.65173
C10 -0.20973 -1.01847 -3.35204
C11 -4.05262 0.32016 3.12957
C12 1.78997 1.86353 0.04806
H1 0.48300 -1.04680 0.35805
H2 2.41736 2.51766 2.64744
H3 -4.25799 -0.18768 4.07192
H4 -2.79296 -4.04372 0.66485
H5 0.26317 -1.43475 -5.37501
H6 5.27009 3.02469 3.58435
H7 1.25360 0.43206 2.05413
H8 0.24257 2.83485 -2.74147
H9 -1.41678 -1.60378 -5.09868
H10 -1.99934 -0.26330 2.88163
H11 1.49309 3.04461 -3.98757
H12 -0.20851 2.91445 -4.41682
H13 1.63356 1.20757 -0.80830
H14 2.26639 2.77911 -0.30244
H15 3.53901 1.39103 2.94866
H16 -0.84658 0.91326 -2.42009
H17 -3.46548 0.77998 0.55787
H18 0.81731 2.10787 0.47507
H19 -0.81299 -2.71639 -2.47524
H20 -1.58173 -4.10188 1.99587
H21 2.50815 -0.50474 2.20553
H22 0.83433 -1.06811 -3.04286
H23 3.53129 0.79212 0.43615
H24 1.07372 -3.63923 1.03514
H25 -1.08185 -0.90792 0.41371
H26 -2.48346 1.56588 1.49471
H27 -1.11483 -3.89569 0.30549
H28 -4.95674 0.42280 2.52945
H29 2.03057 -2.46690 1.07954
H30 5.93583 4.02853 2.28641
H31 -0.30388 -2.90095 -4.49750
H32 -3.86262 -1.89892 0.89566
H33 -1.96204 -1.70968 -2.59726
H34 -3.87027 1.33959 3.46962
H35 -1.43041 0.69482 -4.07411
H36 -3.38275 -2.33009 2.52046
H37 4.37339 4.33270 3.11557
H38 -0.44990 -1.03878 -0.94991

Cartesian forces (eV/Å) of the 3 atoms listed first:
1.605 0.581 -0.783
0.186 0.116 0.031
-0.582 0.200 0.714


Computed, not measured: a 9-piece molecular cluster, C12H40F6N12O8P overall in a non-equilibrium geometry, with ωB97M-V/def2-TZVPD.

As for the LUMO energy (alpha / beta): -0.45 / -6.68 eV. The electronic energy is -2680.9684 a.u. The HOMO energy (alpha / beta) comes out at -8.7 / -8.7 eV. The expectation value of S² is 0.757. Its spin multiplicity is 2.

Geometry (Å):
P1 -1.02165 -0.39957 0.82906
F1 -1.33897 0.13187 -0.70491
F2 -1.23972 -1.92790 0.18047
F3 0.59828 -0.60315 0.51463
F4 -0.86888 1.12156 1.39114
F5 -0.65366 -0.92942 2.34894
F6 -2.65824 -0.41198 1.13810
O1 -2.55839 5.64450 1.92840
O2 3.15104 -3.97859 -1.36872
O3 0.52565 0.54986 5.95251
O4 2.54232 3.28582 2.21176
O5 0.95857 -5.30234 3.60871
O6 -0.59821 2.84900 -1.32036
O7 -2.56701 -2.67784 -4.28200
O8 -1.32965 -6.01796 -0.32953
N1 -2.00791 4.87755 -0.03388
N2 0.75671 1.04439 3.80227
N3 1.92003 -3.66209 2.46307
N4 1.05106 -3.29915 -0.83938
N5 -0.23470 -4.07839 2.23235
N6 -1.72480 -5.47491 -2.50542
N7 -2.32997 -4.19870 -0.87534
N8 -3.19012 -1.49797 -2.45233
N9 2.63997 -1.89509 -1.20750
N10 -1.18832 -1.48183 -3.01480
N11 2.02153 1.91395 5.20630
N12 -1.62565 3.65100 1.64060
C1 -2.36417 -1.98068 -3.35140
C2 0.69593 1.66779 -3.04887
C3 1.03313 1.16092 5.03811
C4 0.86954 -4.36808 2.83268
C5 -1.77190 -5.32611 -1.21279
C6 2.02091 3.08698 0.85925
C7 -0.41790 2.69637 -2.66558
C8 -2.04281 4.76920 1.24076
C9 2.80180 1.92422 0.32849
C10 -1.86437 2.33505 -3.22652
C11 2.32089 -3.12977 -1.22341
C12 2.12090 4.43918 0.12330
H1 1.95963 -2.99636 1.70455
H2 -0.03895 0.49335 3.51351
H3 -1.04773 2.94844 1.20183
H4 -4.16721 -1.72602 -2.56805
H5 -0.58868 2.00007 -0.87223
H6 -1.02075 -1.52002 -2.01954
H7 3.16906 4.56945 -0.14594
H8 -2.35202 -3.67909 -0.00954
H9 1.67587 5.29554 0.62996
H10 -2.05599 -4.69417 -3.05392
H11 1.88233 -1.24323 -1.06201
H12 3.85155 1.92918 0.62190
H13 -1.19192 -6.26697 -2.83526
H14 0.80400 -4.25392 -0.62147
H15 -2.28884 1.41529 -2.82407
H16 2.68876 1.96544 -0.75485
H17 2.55481 0.97430 0.80256
H18 -1.39020 4.21483 -0.48035
H19 -2.50872 5.63335 -0.47891
H20 -2.65697 3.03962 -2.97463
H21 -1.04849 -4.63447 2.45284
H22 -2.90264 -3.82777 -1.62003
H23 3.48427 3.20529 2.04486
H24 0.58303 1.32604 -4.07774
H25 -2.77648 -0.91443 -1.73925
H26 -1.86554 2.01995 -4.26998
H27 -0.14812 3.68919 -3.02562
H28 2.69334 -3.85560 3.08327
H29 0.63803 0.84923 -2.33144
H30 0.49933 -2.52171 -0.50579
H31 0.96168 2.83217 0.82479
H32 -0.32401 -3.29818 1.59722
H33 1.71723 2.04859 -3.05491
H34 -0.46923 -1.75394 -3.66976
H35 2.29050 2.52688 4.44994
H36 1.43883 1.44155 3.17213
H37 -1.78407 3.56487 2.63437
H38 3.58224 -1.56295 -1.35552
H39 1.57426 4.20491 -0.79015
H40 2.14668 2.05384 6.19870

Cartesian forces (eV/Å) of the 3 atoms listed first:
-1.842 0.002 0.841
0.816 0.269 1.257
0.492 0.282 1.135


What is the formula in the third record? C12H40F6N12O8P